Run w
Density functional theory data (the ωB97M-V functional and the def2-TZVPD basis) for C4H13N2 as an isolated structure.

The geometry in ORCA input format:
```
! wB97M-V def2-TZVPD RIJCOSX def2/J DEFGRID3
* xyz 1 1
C 0.0589 -2.0403 -1.0193
C 0.0438 -0.8652 -0.0712
C -1.0292 0.1802 -0.2942
C -1.0414 1.1691 0.8414
N 0.2982 1.8538 0.8428
N 1.3414 -0.1050 -0.1487
H -0.8621 -2.5869 -1.0667
H 0.8294 -2.7465 -0.6379
H 0.3490 -1.7793 -2.0437
H 0.0169 -1.2580 0.9639
H -1.9968 -0.2495 -0.5140
H -0.7458 0.7496 -1.1799
H -1.8575 1.8726 0.8108
H -1.1331 0.6738 1.8056
H 0.2771 2.7064 0.3272
H 1.0848 0.8793 0.2982
H 0.5915 2.0252 1.7930
H 1.6949 0.0196 -1.0997
H 2.0799 -0.4989 0.3922
*
```

E_HOMO   -0.5395 Eh
Kohn-Sham gap   11.792 eV

---

Run x
Density functional theory data (the ωB97M-V functional and the def2-TZVPD basis) for an isolated ion of composition C4H13N2 and charge +1.

The geometry in ORCA input format:
```
! wB97M-V def2-TZVPD RIJCOSX def2/J DEFGRID3
* xyz 1 1
C -0.4877 1.2146 1.9899
N 0.2562 0.2761 1.0912
C 0.7343 0.9133 -0.1583
C 0.9600 -0.1792 -1.2170
C -0.2982 -0.9267 -1.5822
N -0.9291 -1.5440 -0.3652
H -1.3786 1.5580 1.4859
H -0.7869 0.6906 2.8877
H 0.1553 2.0506 2.2150
H 1.0485 -0.0502 1.6406
H -0.3562 -0.5241 0.7979
H 1.7317 1.2950 0.0444
H 0.1465 1.7369 -0.5527
H 1.3958 0.2769 -2.0956
H 1.7599 -0.8590 -0.8900
H -1.0749 -0.2766 -2.0082
H -0.1410 -1.6637 -2.3635
H -0.8035 -2.5499 -0.4125
H -1.9322 -1.4385 -0.5074
*
```

E_HOMO   -0.5357 Eh
Kohn-Sham gap   11.707 eV
SMILES   C[NH2+]CCCN

---

Run y
Density functional theory data (the ωB97M-V functional and the def2-TZVPD basis) for an isolated ion of composition C4H13N2 and charge +1.

The geometry in ORCA input format:
```
! wB97M-V def2-TZVPD RIJCOSX def2/J DEFGRID3
* xyz 1 1
C -2.1196 1.1445 -0.0543
N -0.6081 1.1293 0.4433
C 0.2879 0.0676 -0.1980
C 1.5231 0.8279 -0.5308
C 0.2589 -1.4350 0.5143
N 0.9459 -2.3399 -0.4332
H -2.3835 2.1687 -0.2092
H -2.6886 0.8197 0.7853
H -2.2949 0.6999 -1.1344
H -0.2631 2.0600 0.3987
H -0.4952 0.8217 1.3834
H -0.2430 -0.3134 -1.1528
H 2.0992 1.1907 0.3608
H 1.2360 1.7615 -1.1148
H 2.2563 0.2676 -1.1174
H 0.7168 -1.4571 1.5149
H -0.8558 -1.6396 0.8233
H 0.6906 -3.2746 -0.2761
H 1.9372 -2.4994 -0.0032
*
```

E_HOMO   -0.5139 Eh
Kohn-Sham gap   10.792 eV
SMILES   C[NH2+][C@@H](C)CN

---

What should be chosen as the least stable of them? Choose run y.

---

Run w
Density functional theory data (the ωB97M-V functional and the def2-TZVPD basis) for a 2-piece molecular cluster, C4H13N2 overall.

The geometry in ORCA input format:
```
! wB97M-V def2-TZVPD RIJCOSX def2/J DEFGRID3
* xyz 1 1
C -1.2871 0.3388 0.6833
N -2.7126 0.1384 0.7687
C -0.7603 0.1775 -0.7926
N 0.6421 0.2069 -0.6298
C 3.5488 0.5249 0.8427
C -1.1506 -1.1977 -1.3933
H -0.9601 -0.5558 1.2502
H -0.8784 1.3039 1.1157
H -3.3104 0.9651 0.4655
H -3.1181 -0.1691 1.7107
H -1.2416 0.9912 -1.3124
H 1.0858 0.1554 -1.6245
H 3.9754 1.1882 0.1535
H 3.8137 -0.6172 0.7206
H 2.3827 0.5541 0.7076
H 3.8378 0.6519 1.8761
H -1.9995 -1.1500 -2.1764
H -1.6429 -1.8141 -0.5257
H -0.2248 -1.6925 -1.8399
*
```

E_HOMO   -0.5175 Eh
Kohn-Sham gap   4.786 eV

---

Run x
Density functional theory data (the ωB97M-V functional and the def2-TZVPD basis) for an isolated ion of composition C4H13N2 and charge +1.

The geometry in ORCA input format:
```
! wB97M-V def2-TZVPD RIJCOSX def2/J DEFGRID3
* xyz 1 1
C -1.5899 0.6020 1.7816
N -0.8846 -0.2245 0.7528
C 0.5987 -0.3571 0.8325
C 1.2524 -0.9344 -0.4208
C 1.1331 0.0876 -1.5620
N -0.2154 0.5752 -1.7877
H -1.0585 1.5083 1.9624
H -2.5686 0.8490 1.3927
H -1.5762 0.0467 2.7143
H -1.2869 -1.1545 0.8471
H -1.0215 0.2283 -0.1841
H 0.8359 -0.9530 1.7164
H 0.9948 0.6442 1.0178
H 2.2709 -1.1599 -0.1241
H 0.7957 -1.8739 -0.7411
H 1.7162 0.9046 -1.1487
H 1.6897 -0.1608 -2.4692
H -0.8478 -0.0623 -2.2597
H -0.2381 1.4347 -2.3200
*
```

E_HOMO   -0.5187 Eh
Kohn-Sham gap   11.196 eV
SMILES   C[NH2+]CCCN

---

Run y
Density functional theory data (the ωB97M-V functional and the def2-TZVPD basis) for an isolated ion of composition C4H13N2 and charge +1.

The geometry in ORCA input format:
```
! wB97M-V def2-TZVPD RIJCOSX def2/J DEFGRID3
* xyz 1 1
C -0.2667 -2.1179 1.0547
N -0.4944 -0.6489 0.9958
C -0.0613 0.0262 -0.2987
C 1.4307 -0.1483 -0.4806
C -0.4525 1.5238 -0.1625
N -0.1747 2.1994 -1.4141
H -0.8062 -2.5822 1.8745
H -0.6470 -2.5581 0.1330
H 0.7988 -2.3077 1.1160
H 0.0465 -0.1820 1.7286
H -1.4836 -0.4261 1.1725
H -0.7688 -0.3140 -1.0515
H 1.7826 0.4639 -1.3072
H 2.0452 0.1184 0.3802
H 1.6334 -1.1911 -0.7393
H 0.1033 1.9660 0.6630
H -1.5375 1.5218 0.0474
H -0.4044 1.6333 -2.2201
H -0.7435 3.0237 -1.4915
*
```

E_HOMO   -0.4936 Eh
Kohn-Sham gap   10.128 eV
SMILES   C[NH2+][C@H](C)CN

---

What should be chosen as the least stable of them? Choose run w.

---

Run w
Density functional theory data (the ωB97M-V functional and the def2-TZVPD basis) for an isolated ion of composition C2H7N2O and charge +1.

The geometry in ORCA input format:
```
! wB97M-V def2-TZVPD RIJCOSX def2/J DEFGRID3
* xyz 1 1
C 1.3505 -0.4515 -1.4120
C -2.0983 1.0133 0.1475
N -0.9416 0.0119 -0.3339
N 1.7572 -1.7739 -0.8835
O 0.3394 0.1655 -1.0451
H -2.9027 0.3666 -0.0171
H -2.1239 1.8691 -0.4327
H -1.8164 1.3134 1.1521
H -0.8861 -0.6756 0.3269
H 2.7543 -1.9170 -1.0172
H 1.3174 -2.5682 -1.3485
H 1.4819 -1.9063 0.1010
*
```

E_HOMO   -0.5107 Eh
Kohn-Sham gap   9.679 eV

---

Run x
Density functional theory data (the ωB97M-V functional and the def2-TZVPD basis) for C2H7N2O as an isolated structure.

The geometry in ORCA input format:
```
! wB97M-V def2-TZVPD RIJCOSX def2/J DEFGRID3
* xyz 1 1
C -0.8677 0.6940 0.0417
C 1.6648 0.0988 0.0452
N -2.4925 -0.1809 0.1312
N 0.1109 -0.1392 0.0066
O -0.0893 -1.4629 0.1649
H -0.7825 1.7615 -0.2149
H 2.1214 -0.6375 0.6763
H 1.9045 1.0049 0.7043
H 1.9851 0.2580 -0.9295
H -3.0463 0.6167 -0.1888
H -2.4932 -0.7509 -0.7107
H -0.9594 -1.6625 0.4285
*
```

E_HOMO   -0.5971 Eh
Kohn-Sham gap   11.261 eV

---

Run y
Density functional theory data (the ωB97M-V functional and the def2-TZVPD basis) for a 2-piece molecular cluster, C2H7N2O overall.

The geometry in ORCA input format:
```
! wB97M-V def2-TZVPD RIJCOSX def2/J DEFGRID3
* xyz 1 1
C -0.5102 0.9566 -0.0265
C 0.4037 -1.3231 0.0633
N 0.3131 0.0292 -0.0967
N -1.7982 0.8886 0.2156
O 2.2153 1.0882 0.0636
H -0.0070 1.9973 -0.2917
H 1.2717 -1.8655 -0.1905
H -0.0049 -1.8194 0.9115
H -0.2013 -1.8397 -0.8213
H -2.4210 1.4468 -0.2918
H -2.1657 -0.0031 0.3344
H 2.9045 0.4440 0.1301
*
```

E_HOMO (spin up / spin down)   -0.5780 / -0.5835 Eh
Kohn-Sham gap (spin up / spin down)   7.669 / 7.798 eV

---

Run z
Density functional theory data (the ωB97M-V functional and the def2-TZVPD basis) for an isolated ion of composition C2H7N2O and charge +1.

The geometry in ORCA input format:
```
! wB97M-V def2-TZVPD RIJCOSX def2/J DEFGRID3
* xyz 1 1
N 1.3313 0.3370 -0.4454
C 0.1391 0.0777 0.5101
C -0.9051 -0.9931 0.0066
O -1.8133 0.0255 -0.2795
N -0.8681 1.0587 0.1762
H 2.0012 -0.4434 -0.7979
H 1.9967 1.0543 -0.0859
H 0.9312 0.6235 -1.3275
H 0.4525 -0.0626 1.5131
H -0.7161 -1.5203 -0.9196
H -1.3080 -1.7133 0.6737
H -1.2414 1.5559 0.9761
*
```

E_HOMO   -0.5193 Eh
Kohn-Sham gap   10.121 eV
SMILES   [NH3+][C@@H]1CON1

---

What should be chosen as the least stable of them? Choose run w.

---

Run w
Density functional theory data (the ωB97M-V functional and the def2-TZVPD basis) for C6H11NS as an isolated structure.

The geometry in ORCA input format:
```
! wB97M-V def2-TZVPD RIJCOSX def2/J DEFGRID3
* xyz 0 1
C 2.2671 0.1999 0.5086
C 1.0242 0.3761 -0.3622
C 0.1920 -0.9939 -0.5501
C -1.0692 -0.6437 -1.2794
C -1.3324 0.7152 -0.5117
C -0.3330 0.6398 0.5077
H 3.1594 -0.5999 0.1289
H 1.8005 -0.1286 1.5629
H 2.6622 1.2651 0.5443
H 1.1909 1.1035 -1.1253
H 0.6035 -1.8649 -0.9206
H -1.0991 -0.5203 -2.4057
H -1.9211 -1.4332 -1.0207
H -1.3485 1.7576 -1.0129
H -2.4231 0.0310 1.7983
H -0.3347 1.3978 1.3679
H 0.2845 -1.0869 1.5081
N -0.3693 -0.7770 0.8408
S -2.9541 0.5626 0.4211
*
```

E_HOMO   -0.3075 Eh
Kohn-Sham gap   9.294 eV

---

Run x
Density functional theory data (the ωB97M-V functional and the def2-TZVPD basis) for one molecule with the formula C6H11NS.

The geometry in ORCA input format:
```
! wB97M-V def2-TZVPD RIJCOSX def2/J DEFGRID3
* xyz 0 1
C -2.6447 -1.2698 -0.4776
C -1.3454 -0.6157 -0.6515
C -0.7720 0.3058 0.1579
C -1.4478 0.9303 1.3411
C 0.5887 0.8710 -0.2130
C 0.5922 2.3393 -0.6627
N 1.7126 0.2888 -0.0880
S 1.7489 -1.3832 0.2339
H -2.4744 -2.3519 -0.3216
H -3.2730 -0.8090 0.3572
H -3.2779 -1.1729 -1.3812
H -0.7625 -0.9368 -1.5245
H -1.4835 2.0383 1.1461
H -2.5001 0.5865 1.4482
H -0.9393 0.7297 2.3061
H 0.1501 2.4259 -1.6457
H 0.0703 3.0109 0.0284
H 1.6228 2.7277 -0.7768
H 3.0710 -1.5047 0.2722
*
```

E_HOMO   -0.3152 Eh
Kohn-Sham gap   9.491 eV
SMILES   C/C=C(C)/C(C)=N\S

---

Run y
Density functional theory data (the ωB97M-V functional and the def2-TZVPD basis) for one molecule with the formula C6H11NS.

The geometry in ORCA input format:
```
! wB97M-V def2-TZVPD RIJCOSX def2/J DEFGRID3
* xyz 0 1
C -3.0112 0.3954 0.0280
C -1.8204 0.2715 0.8766
C -0.5478 -0.2473 0.4633
C -0.2718 -0.8453 -0.9116
N 0.8079 -0.7098 1.2267
C 2.0088 -1.0856 1.0945
S 3.3394 -0.2926 0.2215
C 2.5652 1.1593 -0.5186
H -3.7427 1.1606 0.3129
H -3.6086 -0.5445 -0.0112
H -2.7671 0.7187 -0.9674
H -1.8775 0.7288 1.7908
H -1.0185 -0.6184 -1.6154
H -0.3112 -2.0202 -0.7209
H 0.7462 -0.6357 -1.1172
H 2.2943 -1.8016 1.7396
H 1.8283 1.4846 0.3048
H 1.9929 1.0037 -1.4960
H 3.3938 1.8781 -0.7006
*
```

E_HOMO   -0.2901 Eh
Kohn-Sham gap   8.735 eV
SMILES   C/C=C(C)/N=C\SC

---

What should be chosen as the least stable of them? Choose run y.